(A)
Below is a 2-piece molecular cluster, C3H9N4O overall, with properties calculated with ωB97M-V with the def2-TZVPD basis set.

Summary:
**HOMO-LUMO gap (spin up / spin down)**: 7.67 / 8.70 eV
**Highest occupied orbital energy (spin up / spin down)**: -12.9 / -13.4 eV

Geometry as ORCA input:
```
! wB97M-V def2-TZVPD RIJCOSX def2/J DEFGRID3
* xyz 1 1
C 2.42562 -3.56279 0.19197
C 1.23994 -0.29605 0.24535
C 0.70065 0.69368 -0.80006
N 1.62735 -3.01779 0.89983
N -0.64979 -1.50822 0.80896
N 0.45993 -1.48801 0.07541
N -0.75404 0.92385 -0.55085
O 3.24045 -4.19348 -0.34077
H 2.28068 -0.51554 0.01492
H 1.17872 0.12453 1.25935
H 0.81906 0.25088 -1.78977
H 1.24791 1.63409 -0.75817
H -1.16242 -2.37675 0.68701
H -0.56692 -1.25597 1.80171
H -0.90701 1.66936 0.13781
H -1.13308 0.01954 -0.15706
H -1.25319 1.17055 -1.41235
*
```

Want to see where the charge sits? The Löwdin charges in e are: number 1, C, carries -0.449; number 2, C, carries -0.199; number 3, C, carries -0.121; number 4, N, carries 0.162; number 5, N, carries 0.027; number 6, N, carries -0.078; number 7, N, carries 0.180; number 8, O, carries 0.181; number 9, H, carries 0.132; number 10, H, carries 0.132; number 11, H, carries 0.139; number 12, H, carries 0.139; number 13, H, carries 0.135; number 14, H, carries 0.136; number 15, H, carries 0.178; number 16, H, carries 0.127; number 17, H, carries 0.179

=====

(B)
Below is a 2-piece molecular cluster, C3H9N4O overall, with properties calculated with ωB97M-V with the def2-TZVPD basis set.

Summary:
**HOMO-LUMO gap**: 9.75 eV
**Highest occupied orbital energy**: -13.2 eV

Geometry as ORCA input:
```
! wB97M-V def2-TZVPD RIJCOSX def2/J DEFGRID3
* xyz 1 1
C 3.28058 0.05659 -0.68061
C -2.35186 0.44336 1.01740
C -0.47612 -0.05401 -0.10505
N -0.92213 0.28917 1.09885
N -1.53000 -0.37739 -0.87075
N 2.04073 0.32910 -0.98816
N -2.72274 -0.17991 -0.19853
O 3.48968 -0.75557 0.29525
H 4.15103 0.53160 -1.13298
H -2.90917 0.06176 1.86035
H -2.47813 1.52342 0.98237
H 0.60499 0.28089 -0.34600
H -0.38287 0.49931 1.93539
H -1.48590 -1.06848 -1.54908
H 2.12759 0.82443 -1.82814
H -3.21825 -1.00676 0.00747
H 2.78258 -1.39752 0.50223
*
```

Want to see where the charge sits? The Löwdin charges in e are: number 1, C, carries -0.276; number 2, C, carries -0.174; number 3, C, carries -0.042; number 4, N, carries 0.090; number 5, N, carries 0.071; number 6, N, carries 0.062; number 7, N, carries 0.026; number 8, O, carries 0.097; number 9, H, carries 0.153; number 10, H, carries 0.138; number 11, H, carries 0.131; number 12, H, carries 0.083; number 13, H, carries 0.175; number 14, H, carries 0.146; number 15, H, carries 0.050; number 16, H, carries 0.125; number 17, H, carries 0.145

=====

(B) has the most favorable energy; the next structure is 0.0465 hartree above.

=====

(A)
Below is C5H8S as an isolated structure, with properties calculated with ωB97M-V with the def2-TZVPD basis set.

Summary:
**HOMO-LUMO gap**: 9.54 eV
**Highest occupied orbital energy**: -8.6 eV

Geometry as ORCA input:
```
! wB97M-V def2-TZVPD RIJCOSX def2/J DEFGRID3
* xyz 0 1
C 2.20465 0.11986 -0.48004
C 0.92696 -0.18421 -0.50777
C -0.20047 -0.04553 0.46860
C -1.22636 -1.03474 0.29559
C -1.16914 1.15145 0.13915
H 2.77725 0.35085 0.40041
H 2.97283 -0.10308 -1.25967
H 0.73923 -0.44149 -1.58249
H 0.16456 -0.16617 1.58122
H -1.72542 -1.40780 1.19662
H -0.90599 -1.95568 -0.40001
H -0.81107 2.15913 -0.27384
H -1.49946 1.53416 1.14926
S -2.24757 0.02324 -0.72704
*
```

Want to see where the charge sits? The Löwdin charges in e are: number 1, C, carries -0.016; number 2, C, carries -0.187; number 3, C, carries -0.481; number 4, C, carries -0.506; number 5, C, carries -0.454; number 6, H, carries 0.043; number 7, H, carries 0.070; number 8, H, carries 0.121; number 9, H, carries 0.174; number 10, H, carries 0.084; number 11, H, carries 0.125; number 12, H, carries 0.105; number 13, H, carries 0.085; number 14, S, carries 0.838

=====

(B)
Below is an isolated molecule of C5H8S, with properties calculated with ωB97M-V with the def2-TZVPD basis set.

Summary:
**Structure (SMILES)**: CC(C)=CC=S
**HOMO-LUMO gap**: 8.07 eV
**Highest occupied orbital energy**: -8.6 eV

Geometry as ORCA input:
```
! wB97M-V def2-TZVPD RIJCOSX def2/J DEFGRID3
* xyz 0 1
C 0.95974 1.40048 0.14155
C 0.26205 -0.10580 -0.09217
C 1.37418 -1.22287 -0.04709
C -1.02443 -0.45010 0.28298
C -2.33882 0.40906 0.02324
S -3.79614 -0.18081 0.03616
H 1.08802 1.49735 1.42865
H 0.13235 2.07899 -0.66015
H 2.04188 1.43896 -0.34913
H 0.82553 -2.28866 -0.61883
H 2.14916 -0.94488 -0.83864
H 1.64313 -1.51678 1.14588
H -1.14205 -1.57337 0.31518
H -2.17462 1.45843 -0.76762
*
```

Want to see where the charge sits? The Löwdin charges in e are: number 1, C, carries -0.102; number 2, C, carries -0.377; number 3, C, carries -0.137; number 4, C, carries -0.181; number 5, C, carries -0.748; number 6, S, carries 0.657; number 7, H, carries 0.142; number 8, H, carries 0.132; number 9, H, carries 0.062; number 10, H, carries 0.138; number 11, H, carries 0.060; number 12, H, carries 0.137; number 13, H, carries 0.095; number 14, H, carries 0.124

=====

(C)
Below is an isolated molecule of C5H8S, with properties calculated with ωB97M-V with the def2-TZVPD basis set.

Summary:
**Structure (SMILES)**: C#CSC(C)C
**HOMO-LUMO gap**: 9.51 eV
**Highest occupied orbital energy**: -8.6 eV

Geometry as ORCA input:
```
! wB97M-V def2-TZVPD RIJCOSX def2/J DEFGRID3
* xyz 0 1
C 3.04226 -0.99038 -0.27030
C 2.29903 -0.09933 0.00350
S 1.13913 1.05910 0.34013
C -0.48991 0.29847 -0.24083
C -0.64076 -0.92347 0.64678
C -1.56765 1.25618 -0.27506
H 3.73425 -1.82154 -0.64178
H -0.16967 0.10309 -1.37598
H -0.80938 -0.57334 1.64033
H -1.37746 -1.60653 0.39762
H 0.34199 -1.40506 0.85468
H -1.44607 2.02091 0.42582
H -2.57347 0.84779 -0.34076
H -1.48229 1.83411 -1.16414
*
```

Want to see where the charge sits? The Löwdin charges in e are: number 1, C, carries 0.024; number 2, C, carries -0.611; number 3, S, carries 0.893; number 4, C, carries -0.647; number 5, C, carries -0.134; number 6, C, carries -0.155; number 7, H, carries 0.070; number 8, H, carries 0.143; number 9, H, carries 0.069; number 10, H, carries 0.053; number 11, H, carries 0.067; number 12, H, carries 0.056; number 13, H, carries 0.100; number 14, H, carries 0.071

=====

(D)
Below is an isolated molecule of C5H8S, with properties calculated with ωB97M-V with the def2-TZVPD basis set.

Summary:
**Structure (SMILES)**: CC1=C[C@@]1(C)S
**HOMO-LUMO gap**: 9.14 eV
**Highest occupied orbital energy**: -8.2 eV

Geometry as ORCA input:
```
! wB97M-V def2-TZVPD RIJCOSX def2/J DEFGRID3
* xyz 0 1
C -1.49567 1.28089 0.72331
C -0.65913 0.51810 -0.18203
C -0.53427 0.26905 -1.46532
C 0.73703 -0.04121 -0.24021
C 0.80348 -1.44869 0.40943
S 2.27715 0.78193 -0.54629
H -1.80475 2.22589 0.36561
H -1.03108 1.18807 1.73743
H -2.42190 0.70454 0.91335
H -1.03376 0.03561 -2.30712
H 1.68252 -1.97984 0.21301
H -0.07337 -2.02329 0.09079
H 0.64254 -1.33321 1.49331
H 2.91121 -0.17784 -1.20526
*
```

Want to see where the charge sits? The Löwdin charges in e are: number 1, C, carries -0.051; number 2, C, carries -0.372; number 3, C, carries 0.131; number 4, C, carries -0.684; number 5, C, carries -0.107; number 6, S, carries 0.741; number 7, H, carries 0.070; number 8, H, carries 0.099; number 9, H, carries 0.089; number 10, H, carries 0.038; number 11, H, carries 0.035; number 12, H, carries 0.080; number 13, H, carries 0.081; number 14, H, carries -0.149

=====

(A) has the most favorable energy; the next structure is 0.0111 hartree above.

=====

(A)
Below is C5H5N as an isolated structure, with properties calculated with ωB97M-V with the def2-TZVPD basis set.

Summary:
**HOMO-LUMO gap (spin up / spin down)**: 9.22 / 8.86 eV
**Highest occupied orbital energy (spin up / spin down)**: -8.3 / -10.1 eV

Geometry as ORCA input:
```
! wB97M-V def2-TZVPD RIJCOSX def2/J DEFGRID3
* xyz 0 3
C 1.35958 0.49223 0.12235
C 1.85549 1.72997 0.52192
C -0.27116 -1.53743 -0.19868
C -1.47168 0.10601 -0.32115
C 0.07570 -0.16385 -0.15107
N -1.54080 -1.38327 -0.35351
H 1.99871 -0.30854 0.01379
H 1.32567 2.20162 1.28964
H 0.10901 -2.48207 -0.03500
H -1.88078 0.76152 0.42237
H -1.55975 0.58380 -1.31066
*
```

Want to see where the charge sits? The Löwdin charges in e are: number 1, C, carries -0.154; number 2, C, carries 0.151; number 3, C, carries -0.142; number 4, C, carries -0.122; number 5, C, carries -0.152; number 6, N, carries 0.066; number 7, H, carries 0.054; number 8, H, carries 0.005; number 9, H, carries 0.091; number 10, H, carries 0.096; number 11, H, carries 0.108

=====

(B)
Below is C5H5N as an isolated structure, with properties calculated with ωB97M-V with the def2-TZVPD basis set.

Summary:
**HOMO-LUMO gap (spin up / spin down)**: 7.39 / 7.06 eV
**Highest occupied orbital energy (spin up / spin down)**: -6.9 / -10.1 eV

Geometry as ORCA input:
```
! wB97M-V def2-TZVPD RIJCOSX def2/J DEFGRID3
* xyz 0 3
C -1.67679 0.06522 0.66239
C -0.91984 1.00127 1.02789
C -1.63535 -0.97606 -0.30966
C 0.03583 0.40910 -0.16835
C 1.47936 0.20849 0.28064
N -0.48616 -0.84434 -0.80841
H -2.36146 -1.75695 -0.59514
H -0.00786 1.18568 -0.96540
H 1.86417 -0.73706 0.76903
H 1.64859 1.04950 0.81329
H 2.05952 0.39515 -0.70628
*
```

Want to see where the charge sits? The Löwdin charges in e are: number 1, C, carries -0.123; number 2, C, carries 0.168; number 3, C, carries -0.161; number 4, C, carries -0.417; number 5, C, carries -0.080; number 6, N, carries 0.123; number 7, H, carries 0.119; number 8, H, carries 0.149; number 9, H, carries 0.104; number 10, H, carries 0.015; number 11, H, carries 0.104

=====

(A) has the most favorable energy; the next structure is 0.0752 hartree above.

=====

(A)
Below is C8H14O2S as an isolated structure, with properties calculated with ωB97M-V with the def2-TZVPD basis set.

Summary:
**HOMO-LUMO gap (spin up / spin down)**: 7.86 / 7.86 eV
**Highest occupied orbital energy (spin up / spin down)**: -8.7 / -8.7 eV

Geometry as ORCA input:
```
! wB97M-V def2-TZVPD RIJCOSX def2/J DEFGRID3
* xyz 0 1
C 2.77082 1.46045 -0.35088
C 2.34730 -1.56878 0.98207
C 2.24010 0.26757 -0.76074
C 1.92558 -0.74274 0.12698
C -0.97342 1.25238 -1.03746
C -2.82840 -0.47424 -0.12955
C -1.03758 0.47940 1.33388
C -1.44587 0.07070 -0.12514
O -0.49795 -1.73711 -1.83071
O -0.72720 -2.47662 0.49964
S -0.34252 -1.41193 -0.40855
H 2.68783 2.28374 -1.05972
H 2.90082 1.61743 0.72997
H 1.87650 -2.19876 1.59336
H 3.34432 -1.62218 1.24471
H 2.21224 0.21620 -1.83318
H 0.09839 1.42853 -0.68881
H -1.15488 0.90275 -2.09290
H -1.41415 2.26895 -0.88837
H -2.68896 -1.49406 0.18246
H -3.14584 -0.25879 -1.18647
H -3.47999 0.06110 0.55953
H -0.10210 0.99948 1.37117
H -1.66892 1.18344 1.92815
H -0.89612 -0.50690 1.84056
*
```

Want to see where the charge sits? The Löwdin charges in e are: number 1, C, carries 0.044; number 2, C, carries 0.046; number 3, C, carries -0.222; number 4, C, carries -0.164; number 5, C, carries -0.063; number 6, C, carries -0.073; number 7, C, carries -0.093; number 8, C, carries -0.635; number 9, O, carries -0.361; number 10, O, carries -0.362; number 11, S, carries 0.774; number 12, H, carries 0.068; number 13, H, carries 0.078; number 14, H, carries 0.037; number 15, H, carries 0.069; number 16, H, carries 0.114; number 17, H, carries 0.058; number 18, H, carries 0.094; number 19, H, carries 0.094; number 20, H, carries 0.065; number 21, H, carries 0.111; number 22, H, carries 0.091; number 23, H, carries 0.048; number 24, H, carries 0.100; number 25, H, carries 0.081

=====

(B)
Below is an isolated molecule of C8H14O2S, with properties calculated with ωB97M-V with the def2-TZVPD basis set.

Summary:
**Structure (SMILES)**: CC(C)(C)[C@@H]1C=CS(=O)(=O)C1
**HOMO-LUMO gap**: 10.79 eV
**Highest occupied orbital energy**: -10.2 eV

Geometry as ORCA input:
```
! wB97M-V def2-TZVPD RIJCOSX def2/J DEFGRID3
* xyz 0 1
C 2.19049 0.85575 0.20086
C 1.07969 -0.17255 0.03944
C 1.65389 -1.41121 -0.51596
C 0.43918 -0.38539 1.38108
C -0.03650 0.47501 -0.81208
C -0.86504 1.62196 -0.22312
C -2.06022 1.41503 0.32859
S -2.72703 -0.18399 0.07284
O -3.93723 -0.08647 -0.70572
O -2.80085 -0.83518 1.37311
C -1.36388 -0.79758 -1.01010
H 2.02167 1.52712 -0.68601
H 3.22396 0.32331 0.18638
H 2.03121 1.48334 1.10110
H 2.48297 -1.84534 0.09678
H 0.98354 -2.21010 -0.84177
H 2.23618 -1.28313 -1.39262
H -0.12435 0.42781 1.59111
H 1.20969 -0.63481 2.14690
H -0.19427 -1.23581 1.36581
H 0.09835 0.65291 -1.79418
H -0.25054 2.54754 -0.29706
H -2.60172 2.10453 0.90199
H -1.66433 -0.64677 -1.95074
H -1.02486 -1.70598 -0.55665
*
```

Want to see where the charge sits? The Löwdin charges in e are: number 1, C, carries -0.042; number 2, C, carries -0.621; number 3, C, carries -0.069; number 4, C, carries -0.050; number 5, C, carries -0.148; number 6, C, carries -0.088; number 7, C, carries -0.143; number 8, S, carries 0.661; number 9, O, carries -0.322; number 10, O, carries -0.326; number 11, C, carries -0.059; number 12, H, carries 0.092; number 13, H, carries 0.118; number 14, H, carries 0.092; number 15, H, carries 0.110; number 16, H, carries 0.084; number 17, H, carries 0.073; number 18, H, carries 0.037; number 19, H, carries 0.121; number 20, H, carries 0.069; number 21, H, carries 0.089; number 22, H, carries 0.132; number 23, H, carries 0.088; number 24, H, carries 0.036; number 25, H, carries 0.065

=====

(B) has the most favorable energy; the next structure is 0.0659 hartree above.